DFT (the ωB97M-V functional and the def2-TZVPD basis) results for a 2-piece molecular cluster, H4O2 overall.

The geometry in XYZ format:
```
6
Properties=species:S:1:pos:R:3:forces:R:3
O 0.1884 -0.0978 -1.5374 0.0043 0.0010 -0.9701
O -0.7454 0.1131 1.0452 1.0999 0.7629 1.3402
H 0.1073 -0.2765 -0.5906 0.4762 0.4110 -0.2395
H -0.2531 -0.6447 1.4217 -0.4622 0.6125 0.0017
H 1.0946 -0.0115 -1.8751 -0.4693 -0.2154 0.8370
H -0.3917 0.9174 1.5362 -0.6488 -1.5720 -0.9692
```
Forces are in eV/Å.

## Properties
* SMILES string: O.O
* lowest unoccupied orbital energy: 0.624 eV



DFT (the ωB97M-V functional and the def2-TZVPD basis) results for C11H11IN2O5Pt as an isolated structure.

The geometry in XYZ format:
```
31
Properties=species:S:1:pos:R:3:forces:R:3
Pt -1.5579 0.4999 0.1994 0.6109 0.1191 0.1324
I -2.7239 -0.6620 6.0498 -0.0459 -0.0448 0.0736
O 0.6227 0.5320 -0.2559 -0.6071 0.2377 0.6620
O -2.1663 0.8631 -1.7720 0.8960 -0.2845 0.0157
O -1.9459 0.3475 -4.0073 0.8427 -0.1097 0.7314
O -2.1085 -1.9057 -0.2896 -0.0244 -0.2400 -0.2477
O -1.9276 -3.2748 -2.1559 0.0289 0.0144 -0.0503
N -0.5225 1.0798 2.9197 0.0436 0.1161 0.0633
N -1.3661 0.3481 2.1680 0.1462 -0.1322 -0.2856
C -2.0200 -2.6015 -1.2354 -0.1240 0.0644 0.3610
C 2.7301 -0.3280 -0.7799 -0.1173 0.2526 0.3867
C -0.7876 0.9124 4.2233 0.0082 -0.0664 -0.1274
C 1.2526 -0.7483 -0.5682 -0.2106 -0.6203 -0.2599
C -2.1615 -0.3200 3.0200 -0.0298 -0.0428 -0.1376
C 0.6064 0.2393 -2.5383 1.6072 -0.6804 0.2671
C 2.5723 1.0932 -1.3851 -0.0287 -0.0704 0.3305
C 1.0426 1.2277 -1.4714 -0.6323 0.3364 -0.5586
C -1.8427 0.5388 -2.8812 -1.8180 0.3617 -0.8128
C 0.7795 -0.9826 -1.9800 0.8126 0.7417 -0.3068
C -1.8390 0.0170 4.3306 0.0579 0.0332 -0.0873
H 3.2329 -0.3131 0.1853 0.0680 0.0976 -0.0417
H 0.1909 1.6515 2.4965 0.0197 0.0613 -0.0324
H -0.2220 1.4282 4.9820 0.0233 0.0031 -0.0015
H 0.9588 0.3357 -3.5605 -0.8451 0.4226 -0.2636
H 0.6189 2.2280 -1.4786 0.1265 0.0286 0.0364
H 2.9655 1.8582 -0.7186 0.0447 -0.0344 0.0042
H 3.0439 1.2136 -2.3571 -0.0498 -0.0140 -0.0198
H -2.9114 -1.0048 2.6560 -0.0333 0.0159 -0.0052
H 1.1831 -1.7816 -2.5925 -0.7479 -0.5358 0.2114
H 3.2600 -1.0268 -1.4223 -0.0576 -0.0172 -0.0220
H 1.0426 -1.4647 0.2191 0.0358 -0.0135 -0.0155
```
Forces are in eV/Å.

## Properties
* net charge: +2
* lowest unoccupied orbital energy (spin up / spin down): -9.951 / -10.061 eV



Number 1: E -152.86492 hartree. Number 2: E -1327.78263 hartree.